1.
A 8-piece molecular cluster, C29H67O22P3 overall at a distorted geometry, computed with ωB97M-V/def2-TZVPD.

As for the energy above the lowest of the compared OMol25 structures with the same formula, charge and spin: 158.24 kcal/mol. Its charge is 0. The calculation puts the frontier orbital gap at 10.6 eV.

```
121
C29H67O22P3, DFT ωB97M-V/def2-TZVPD
C 2.016 21.055 1.669
O 3.343 20.678 1.852
P 4.507 21.335 1.016
O 4.634 22.762 1.237
O 5.865 20.574 1.419
C 7.074 21.053 0.721
O 4.065 20.905 -0.493
C 3.996 21.845 -1.500
H 1.388 20.166 1.603
H 1.758 21.686 0.819
H 1.712 21.785 2.418
H 7.885 21.392 1.366
H 6.873 21.958 0.149
H 7.455 20.393 -0.058
H 4.561 22.777 -1.492
H 3.006 22.124 -1.863
H 4.511 21.309 -2.298
C -12.220 10.693 9.407
O -11.037 10.479 8.520
P -9.637 9.884 9.142
O -9.074 10.564 10.275
O -8.727 9.607 7.878
C -8.294 10.699 7.069
O -10.016 8.282 9.428
C -9.377 7.566 10.513
H -11.991 11.040 10.414
H -12.751 9.749 9.526
H -12.998 11.279 8.916
H -8.906 11.538 7.401
H -8.463 10.681 5.992
H -7.229 10.890 7.202
H -8.968 6.670 10.046
H -10.148 7.407 11.267
H -8.616 8.301 10.776
C 1.297 21.498 13.200
O 2.465 20.705 12.885
P 3.311 21.064 11.501
O 4.784 20.994 11.572
O 2.723 22.474 10.967
C 3.332 23.269 9.933
O 2.654 20.095 10.314
C 3.398 19.412 9.273
H 1.558 22.301 13.889
H 0.487 20.994 13.728
H 0.714 21.754 12.315
H 3.790 24.171 10.337
H 2.521 23.604 9.286
H 4.144 22.769 9.405
H 4.441 19.723 9.328
H 2.980 19.702 8.308
H 3.294 18.383 9.617
O -4.796 6.505 1.763
C -4.530 5.593 2.649
O -4.810 4.312 2.648
C -5.186 3.769 1.411
C -4.069 2.981 0.680
C -3.843 5.813 3.964
H -5.645 4.492 0.736
H -5.971 3.040 1.615
H -4.243 1.905 0.689
H -3.023 3.219 0.873
H -4.271 3.126 -0.381
H -2.929 6.377 3.781
H -3.598 4.856 4.426
H -4.632 6.251 4.576
O -2.559 20.587 -3.758
C -3.067 19.806 -4.628
O -3.632 18.603 -4.406
C -3.346 18.028 -3.186
C -1.923 17.460 -3.105
C -2.954 20.019 -6.174
H -3.984 17.212 -2.847
H -3.456 18.703 -2.337
H -1.948 16.508 -3.635
H -1.699 17.163 -2.080
H -1.160 18.074 -3.586
H -2.206 19.324 -6.555
H -2.682 21.031 -6.474
H -3.930 19.805 -6.612
O 5.527 8.650 4.450
C 5.494 9.827 4.308
O 5.352 10.502 3.196
C 5.496 9.837 1.995
C 5.282 10.992 0.933
C 5.274 10.667 5.569
H 4.592 9.228 1.955
H 6.523 9.479 1.935
H 5.554 10.684 -0.076
H 6.019 11.792 1.003
H 4.319 11.497 1.006
H 4.230 10.974 5.632
H 5.885 11.550 5.380
H 5.678 10.239 6.487
O -2.738 15.844 5.786
C -2.163 14.929 6.328
O -1.937 14.778 7.670
C -2.460 15.682 8.666
C -2.336 14.986 9.987
C -1.494 13.888 5.463
H -3.414 16.167 8.459
H -1.916 16.624 8.592
H -2.857 15.666 10.661
H -1.370 14.701 10.404
H -2.971 14.105 10.079
H -0.944 14.232 4.587
H -2.288 13.306 4.996
H -0.745 13.198 5.853
O -4.897 18.052 18.692
C -5.775 17.840 19.498
O -6.361 16.619 19.573
C -6.235 15.671 18.531
C -7.590 15.075 18.493
C -6.435 18.947 20.421
H -5.449 14.964 18.798
H -5.966 16.224 17.631
H -7.623 14.523 19.433
H -7.639 14.330 17.699
H -8.420 15.743 18.264
H -7.370 19.353 20.033
H -5.633 19.674 20.547
H -6.709 18.484 21.368
```

2.
C4H6N2 as an isolated structure at a distorted geometry, computed with ωB97M-V/def2-TZVPD.

As for the energy above the lowest of the compared OMol25 structures with the same formula, charge and spin: 120.16 kcal/mol. Its charge is 0. The calculation puts the frontier orbital gap at 10.1 eV.

```
12
C4H6N2, DFT ωB97M-V/def2-TZVPD
C 1.747 -0.477 0.930
C 0.487 0.011 0.188
C -1.406 -0.259 -0.726
C -0.534 -0.957 0.276
H 2.764 -0.379 0.526
H 1.912 -0.127 2.128
H 1.321 -1.774 0.861
H -2.297 -0.354 -1.153
H -0.523 -1.119 1.356
H -0.158 -1.986 0.041
N 0.328 1.267 -0.217
N -1.011 0.993 -0.892
```

3.
C18H24AlBr2Cl3F6LiN3NaO3P as an isolated structure at a distorted geometry, computed with ωB97M-V/def2-TZVPD.

Its charge is 0. The calculation puts the frontier orbital gap at 1.4 eV.

```
63
C18H24AlBr2Cl3F6LiN3NaO3P, DFT ωB97M-V/def2-TZVPD
C -2.753 3.820 0.148
C -2.174 2.703 -0.823
C -2.447 1.187 -0.319
C -1.033 0.440 -0.212
C -1.085 -1.092 -0.574
C -0.393 0.771 1.148
C -0.707 0.273 2.498
P -1.980 -0.943 3.031
O -2.030 -2.265 1.996
Br -1.221 -1.846 5.094
N 0.222 1.015 3.293
F 0.268 0.910 4.631
C 1.024 1.874 2.607
C 2.108 2.867 3.119
Cl 3.763 2.124 3.174
C 1.698 3.631 4.433
C 2.082 2.919 5.786
Cl -0.115 3.965 4.489
N 0.648 1.718 1.295
O 1.248 2.435 0.287
C 2.106 1.583 -0.379
N 2.610 0.971 -1.184
H -1.941 4.103 0.871
H -3.688 3.513 0.691
H -2.918 4.748 -0.467
H -1.080 2.919 -0.932
H -2.610 2.833 -1.860
H -3.166 0.655 -1.035
H -2.928 1.211 0.700
H -0.389 0.924 -0.998
H -0.414 -1.680 0.107
H -0.759 -1.320 -1.620
H -2.123 -1.517 -0.476
H -2.920 -2.383 1.609
H 2.160 3.646 2.310
H 2.169 4.643 4.403
H 2.713 2.009 5.680
H 2.504 3.683 6.488
H 1.123 2.582 6.263
F 2.468 -0.911 1.259
Al 2.638 -2.552 0.631
F 1.577 -2.757 -0.738
F 2.206 -3.690 1.877
F 4.280 -2.819 0.141
Li -4.303 2.048 -1.073
F -2.850 -2.083 -4.257
C -1.839 -2.697 -4.901
C -0.685 -1.974 -5.188
C 0.364 -2.596 -5.832
C 0.254 -3.935 -6.200
C -0.922 -4.652 -5.914
C -1.970 -4.022 -5.252
H -0.619 -0.931 -4.898
H 1.314 -2.023 -6.055
H 1.077 -4.425 -6.707
H -1.009 -5.692 -6.203
H -2.880 -4.556 -5.010
Br -1.585 -4.069 -8.494
Na -3.592 -1.603 6.076
O 5.418 -1.078 2.541
H 5.625 -0.428 1.860
H 4.595 -0.757 2.926
Cl 2.864 -1.426 -5.859
```

4.
One molecule with the formula C3H7NO2S at a distorted geometry, computed with ωB97M-V/def2-TZVPD.

As for the energy above the lowest of the compared OMol25 structures with the same formula, charge and spin: 90.07 kcal/mol. Its charge is 0. The calculation puts the frontier orbital gap at 10.5 eV.

```
14
C3H7NO2S, DFT ωB97M-V/def2-TZVPD
C 0.215 0.651 -0.352
C -1.611 -0.399 0.854
C -0.224 0.191 1.038
N 1.685 0.681 -0.598
O 1.099 -0.690 -2.654
O 1.529 -1.853 -0.556
S 1.013 -0.672 -1.235
H -0.339 1.412 -1.047
H -2.382 0.377 0.512
H -1.948 -0.614 1.907
H -1.493 -1.184 0.155
H 0.491 -0.436 1.376
H -0.038 1.061 1.683
H 2.002 1.475 -1.082
```

no.,highest occupied orbital energy (Eh)
1,-0.37040
2,-0.36115
3,-0.17894
4,-0.36779